76
Properties=species:S:1:pos:R:3:nbo_charge:R:1 method="wB97M-V/def2-TZVPD" gap_ev=5.16 max_force_ha_per_bohr=0.012 total_charge=-2
Pd 0.05 0.42 0.85 0.410
Cl 4.99 -1.95 6.58 -0.033
S 1.11 -0.03 2.94 -0.426
O 3.74 -2.29 -0.48 -0.767
O -2.23 -2.25 2.01 -0.617
O -1.82 2.50 -0.50 -0.644
N 0.76 -4.19 -3.86 -0.551
N 1.69 -2.19 -2.74 -0.781
N -2.40 -0.91 1.61 -0.171
N -1.82 1.31 -0.02 -0.072
N -1.26 1.42 3.28 -0.686
N 3.60 2.02 0.20 -0.494
N 5.75 1.36 0.09 -0.337
N 0.76 -0.89 -0.87 -0.541
N 4.94 0.31 0.35 -0.199
N 0.54 2.65 2.62 -0.668
C 4.89 2.36 0.00 0.126
C 5.15 -2.12 -0.56 0.280
C 6.16 -3.16 4.47 -0.231
C 4.99 -2.61 4.96 -0.045
C 3.86 -3.10 2.92 -0.145
C 5.02 -3.67 2.40 -0.030
C -2.88 -0.77 0.43 0.222
C -3.37 -1.90 -0.43 -0.681
C -1.77 2.77 3.02 -0.225
C -0.61 3.51 2.33 -0.250
C -2.92 0.60 -0.10 -0.010
C 3.84 -2.56 4.20 -0.231
C 5.07 -4.23 1.00 -0.418
C 4.88 -0.64 -2.69 -0.623
C 1.14 -3.24 -3.30 0.459
C 3.66 0.72 0.42 0.208
C 6.16 -3.68 3.19 -0.225
C 7.10 -1.61 -2.12 -0.617
C 5.24 -3.07 -2.93 -0.616
C 0.02 1.31 2.64 0.117
C 5.59 -1.85 -2.05 -0.051
C 5.48 -1.03 0.50 -0.239
C 5.84 -3.41 -0.04 -0.422
C -4.14 1.11 -0.80 -0.667
C 1.08 -1.52 -1.79 0.493
H -4.45 -1.84 -0.55 0.206
H -2.93 -1.81 -1.43 0.229
H 4.20 -3.38 -2.82 0.235
H 7.05 -3.17 5.08 0.212
H 5.34 0.30 -2.40 0.215
H -5.06 0.85 -0.25 0.186
H -4.06 2.19 -0.87 0.247
H -0.46 4.51 2.76 0.163
H 5.37 -2.79 -3.98 0.206
H -1.50 -2.15 2.64 0.487
H 7.40 -1.50 -3.17 0.202
H 2.85 0.04 0.63 0.265
H 3.82 -0.58 -2.44 0.242
H 6.56 -0.89 0.60 0.215
H -0.81 3.59 1.26 0.227
H -1.86 0.69 2.92 0.414
H 5.11 -1.41 1.45 0.233
H -2.65 2.75 2.36 0.192
H 5.88 -3.92 -2.74 0.189
H -3.11 -2.86 -0.01 0.237
H 5.99 -4.08 -0.89 0.214
H 3.31 -2.30 -1.35 0.512
H 5.54 -5.22 1.05 0.199
H 2.94 -2.10 4.58 0.255
H 7.08 -4.12 2.80 0.201
H 7.38 -0.70 -1.60 0.220
H -2.05 3.25 3.96 0.157
H -4.24 0.71 -1.82 0.196
H 7.66 -2.45 -1.71 0.197
H 4.95 -0.71 -3.78 0.199
H 1.27 2.72 1.93 0.392
H 4.05 -4.39 0.63 0.241
H 5.22 3.37 -0.20 0.177
H 2.96 -3.03 2.31 0.243
H 6.83 -3.17 0.34 0.195